Entry 1:
C52H47CaGeN7S2 | the ωB97M-V functional and the def2-TZVPD basis

E_LUMO, eV: 0.9
<S²>: 0.75
Electronic energy, a.u.: -5943.87224
2S+1: 2
Molecular weight, g mol⁻¹: 946.819
Net charge: -1
Relative energy (zero: lowest compared OMol25 entry of this formula, charge and spin), kcal per mole: 50.3
Orbital gap, eV: 2.90

Geometry (Å):
1 Ca 14.6556 11.3864 15.0618
2 C 10.9420 10.0594 10.9527
3 S 12.6234 10.3941 10.3201
4 C 13.5609 10.8374 11.6944
5 S 12.6685 11.4847 13.0405
6 N 14.9108 10.6674 11.7388
7 N 15.5352 11.3651 12.6942
8 C 16.7803 11.7838 12.5335
9 C 17.4601 12.4030 13.6224
10 C 18.7815 12.9987 13.3915
11 C 19.4861 13.4299 14.4852
12 C 18.8860 13.2975 15.7463
13 C 17.6764 12.7163 15.9186
14 N 16.9215 12.3006 14.8746
15 H 10.4828 10.9657 11.2915
16 H 10.9525 9.2556 11.7397
17 H 10.5058 9.6772 10.0523
18 H 17.2317 11.7300 11.5702
19 H 19.1100 13.0655 12.3630
20 H 20.4793 13.8049 14.3706
21 H 19.4399 13.6582 16.6004
22 H 17.2745 12.5357 16.8911
23 C 14.5756 6.7362 14.9740
24 C 14.7228 8.1063 14.6584
25 N 14.4319 9.0534 15.5783
26 C 13.9516 8.7242 16.8012
27 C 13.7464 7.3507 17.1810
28 C 14.1960 6.3900 16.2721
29 C 13.1614 7.1073 18.4360
30 C 12.6350 8.1197 19.1853
31 C 12.8469 9.4756 18.8824
32 C 13.5106 9.8255 17.6983
33 N 13.7963 11.1205 17.2959
34 C 13.5179 12.3094 17.9115
35 C 13.4867 12.5218 19.3315
36 C 13.1464 13.7497 19.8737
37 C 12.8688 14.8745 19.0914
38 C 12.9351 14.7710 17.6592
39 C 12.9203 15.8564 16.7421
40 C 13.1919 15.7361 15.3588
41 C 13.3825 14.4322 14.8952
42 N 13.4082 13.3673 15.7065
43 C 13.2567 13.4814 17.0789
44 H 14.6279 6.0402 14.1451
45 H 15.0132 8.4377 13.6624
46 H 14.3160 5.3798 16.6827
47 H 12.9869 6.0669 18.7180
48 H 12.1595 7.7930 20.1300
49 H 12.3554 10.2241 19.4915
50 H 13.9250 11.7547 19.9947
51 H 13.0079 13.8910 20.9649
52 H 12.5086 15.7854 19.5628
53 H 12.6866 16.8170 17.2165
54 H 13.3009 16.6392 14.7435
55 H 13.4591 14.2268 13.8389
56 C 12.9200 13.5115 5.9886
57 N 13.7105 14.3531 7.0058
58 C 14.7065 15.0695 6.5861
59 C 13.3929 14.2784 8.4172
60 C 13.1654 15.6979 9.0547
61 C 13.0662 15.7772 10.4773
62 C 13.0598 17.0181 11.1309
63 C 13.4652 18.1562 10.4608
64 C 13.5003 18.0978 9.0993
65 C 13.2102 16.9489 8.3528
66 H 13.5682 13.3304 5.1578
67 H 12.0494 14.1017 5.6885
68 H 12.5505 12.5355 6.4274
69 H 15.1663 14.7475 5.6734
70 H 15.0932 15.9448 7.1506
71 H 13.0651 16.9547 7.3223
72 H 14.2616 13.8285 8.9085
73 H 12.4951 13.6258 8.4933
74 H 13.1190 14.8730 11.0539
75 H 12.6572 16.9823 12.1310
76 H 13.6092 19.1167 10.9151
77 H 13.7016 19.0295 8.5645
78 C 9.7833 13.3381 13.8303
79 Ge 9.0192 11.8147 14.7437
80 C 7.8773 12.6570 16.1230
81 C 8.2718 12.5740 17.4638
82 C 7.6063 13.2974 18.3951
83 C 6.6095 14.2225 18.0593
84 C 6.2629 14.3550 16.7159
85 C 6.8578 13.5094 15.7624
86 C 7.5325 10.9448 13.6434
87 C 6.9636 11.5669 12.6112
88 C 5.7567 11.0319 12.0551
89 C 5.2959 9.7640 12.3903
90 C 5.9625 9.0184 13.3809
91 C 5.4928 7.7177 13.7273
92 C 6.1776 7.0328 14.7318
93 C 7.3203 7.6259 15.3820
94 C 7.6222 8.9496 15.1129
95 C 7.0185 9.7048 14.0652
96 H 9.0214 14.1441 13.6759
97 H 10.1539 12.9772 12.8764
98 H 10.6843 13.6707 14.3153
99 H 9.1183 11.9156 17.7706
100 H 7.9582 13.2234 19.4389
101 H 6.1077 14.7883 18.8270
102 H 5.6473 15.1901 16.4336
103 H 6.4885 13.6197 14.7281
104 H 7.3550 12.5218 12.1939
105 H 5.1932 11.6390 11.3893
106 H 4.4323 9.3706 11.9139
107 H 4.6899 7.2435 13.1910
108 H 5.8640 6.0079 15.0039
109 H 7.8252 7.0840 16.1396
110 H 8.4066 9.3374 15.7863

Entry 2:
C52H47MoN6O4S3SbSi | the ωB97M-V functional and the def2-TZVPD basis

E_LUMO (spin up / spin down), eV: 0.7 / 0.7
<S²>: 0.81
Electronic energy, a.u.: -4431.69873
2S+1: 2
Molecular weight, g mol⁻¹: 1161.973
Net charge: -1
Orbital gap (spin up / spin down), eV: 5.07 / 5.09

Geometry (Å):
1 Mo 0.0607 0.7874 0.3643
2 O -1.4158 -0.0006 0.8968
3 C -2.1164 -0.6536 1.8813
4 C -1.1849 -0.8217 3.1006
5 C -0.2418 -1.9769 3.1494
6 C -0.1949 -2.6913 4.3464
7 C 0.7420 -3.6928 4.4950
8 C 1.5984 -3.9421 3.4403
9 C 1.4850 -3.1912 2.2686
10 C 2.4805 -3.5888 1.1929
11 C 2.7432 -2.6378 -0.0028
12 O 2.7701 -1.3524 0.6256
13 C 4.1399 -2.9819 -0.5296
14 C 4.3502 -3.8318 -1.6076
15 C 5.6313 -4.0677 -2.0771
16 C 6.7263 -3.4722 -1.4787
17 C 6.5346 -2.6893 -0.3552
18 C 5.2571 -2.4639 0.1182
19 C 1.6760 -2.7944 -1.0831
20 C 1.9138 -2.3632 -2.3883
21 C 0.9677 -2.5390 -3.3819
22 C -0.2367 -3.1536 -3.0911
23 C -0.4958 -3.5648 -1.7980
24 C 0.4484 -3.3879 -0.8028
25 N 0.5814 -2.2263 2.1289
26 C -2.7010 -1.9756 1.4024
27 C -3.0508 -2.9715 2.3085
28 C -3.7675 -4.0762 1.8879
29 C -4.1282 -4.2087 0.5582
30 C -3.7273 -3.2513 -0.3571
31 C -3.0200 -2.1382 0.0618
32 C -3.3250 0.2059 2.2923
33 C -4.2480 -0.2679 3.2163
34 C -5.3724 0.4712 3.5278
35 C -5.5945 1.6931 2.9179
36 C -4.6613 2.1918 2.0272
37 C -3.5255 1.4574 1.7251
38 H -0.5526 0.0760 3.1002
39 H -1.7595 -0.8111 4.0276
40 H -0.8615 -2.4228 5.1503
41 H 0.8170 -4.2544 5.4152
42 H 2.3573 -4.7092 3.5143
43 H 3.4381 -3.7237 1.7067
44 H 2.1918 -4.5693 0.8008
45 H 3.5144 -4.3043 -2.1022
46 H 5.7745 -4.7091 -2.9333
47 H 7.7179 -3.6190 -1.8804
48 H 7.3789 -2.2400 0.1465
49 H 5.1104 -1.8571 0.9993
50 H 2.8496 -1.8815 -2.6263
51 H 1.1644 -2.1724 -4.3798
52 H -0.9675 -3.3094 -3.8713
53 H -1.4423 -4.0201 -1.5444
54 H 0.1907 -3.6919 0.1977
55 H -2.7688 -2.8873 3.3459
56 H -4.0609 -4.8268 2.6078
57 H -4.7121 -5.0585 0.2359
58 H -3.9858 -3.3605 -1.4006
59 H -2.6979 -1.3878 -0.6482
60 H -4.0992 -1.2172 3.7012
61 H -6.0744 0.0854 4.2516
62 H -6.4943 2.2494 3.1366
63 H -4.8047 3.1575 1.5641
64 H -2.7972 1.8649 1.0288
65 N 3.0068 1.0807 2.0179
66 N 3.8438 0.6557 0.9548
67 C 3.0740 -0.1139 -0.0141
68 N 3.8398 -0.2679 -1.2216
69 N 1.8594 0.5973 -0.2178
70 N 1.1843 0.3866 -1.3490
71 O 0.2758 -0.5050 -1.3418
72 O 1.5476 0.9382 -2.4078
73 H 3.5167 1.7420 2.5907
74 H 2.6889 0.3004 2.5949
75 H 4.6025 0.0528 1.2943
76 H 4.7644 0.1254 -1.0890
77 H 3.3803 0.2473 -1.9724
78 S -2.1748 0.6830 6.0719
79 Sb -1.6977 2.4610 4.6608
80 S 0.1631 2.4542 1.9780
81 S 0.6616 1.8318 3.8646
82 C -3.2410 6.1401 0.3846
83 C -3.7644 5.2299 -0.5171
84 C -2.9862 4.1787 -0.9761
85 C -1.6746 4.0128 -0.5483
86 C -1.1631 4.9498 0.3472
87 C -1.9330 5.9965 0.8150
88 Si -0.4978 2.6319 -1.1916
89 C -1.2279 1.8896 -2.7925
90 C -2.1894 0.8859 -2.7195
91 C -2.6561 0.2538 -3.8585
92 C -2.1757 0.6245 -5.1036
93 C -1.2137 1.6163 -5.1916
94 C -0.7407 2.2331 -4.0479
95 C 0.9127 3.8291 -1.7089
96 C 2.2231 3.7405 -1.2530
97 C 3.1803 4.6528 -1.6675
98 C 2.8450 5.6612 -2.5548
99 C 1.5393 5.7749 -3.0038
100 C 0.5872 4.8698 -2.5765
101 H -3.8457 6.9618 0.7417
102 H -4.7811 5.3467 -0.8705
103 H -3.3969 3.4830 -1.6969
104 H -0.1374 4.8606 0.6711
105 H -1.5073 6.7070 1.5075
106 H -2.5866 0.5987 -1.7523
107 H -3.3925 -0.5345 -3.7782
108 H -2.5493 0.1452 -6.0004
109 H -0.8219 1.9082 -6.1568
110 H 0.0282 2.9878 -4.1220
111 H 2.4993 2.9609 -0.5514
112 H 4.1924 4.5825 -1.2933
113 H 3.5900 6.3728 -2.8841
114 H 1.2620 6.5679 -3.6877
115 H -0.4392 4.9783 -2.9012

Entry 3:
C52H47N4O4PrSi | the ωB97M-V functional and the def2-TZVPD basis

E_LUMO (spin up / spin down), eV: -1.1 / -1.1
<S²>: 2.00
Electronic energy, a.u.: -3336.25994
2S+1: 3
Molecular weight, g mol⁻¹: 960.966
Net charge: 0
Orbital gap (spin up / spin down), eV: 5.80 / 5.80

Geometry (Å):
1 Pr 0.4531 1.3641 -1.0879
2 C 2.7995 -7.6295 -5.0245
3 O 3.2011 -6.2917 -5.1838
4 C 2.7042 -5.3416 -4.3430
5 C 1.7546 -5.5540 -3.3497
6 C 1.3062 -4.4861 -2.5894
7 C 1.8065 -3.2055 -2.7830
8 C 2.7762 -3.0057 -3.7623
9 C 3.2141 -4.0557 -4.5356
10 C 1.3067 -2.0477 -2.0108
11 C -0.0339 -1.6872 -2.2393
12 C -0.9505 -2.3706 -3.1227
13 C -2.1501 -1.7493 -3.0038
14 C -1.9713 -0.6705 -2.0664
15 N -0.6852 -0.6616 -1.6220
16 C -3.0024 0.1755 -1.6227
17 C -2.8901 1.2564 -0.7394
18 C -4.0166 1.9332 -0.1463
19 C -3.5296 2.7087 0.8518
20 C -2.0997 2.5220 0.8664
21 C -1.2665 2.9474 1.9146
22 C -1.9966 3.3697 3.1426
23 C -2.2083 4.6763 3.5580
24 C -2.9055 4.9287 4.7233
25 C -3.4039 3.8825 5.5004
26 O -4.0597 4.2402 6.6420
27 C -4.5654 3.2178 7.4660
28 C -3.1986 2.5720 5.0841
29 C -2.5040 2.3320 3.9159
30 C 0.0938 2.6539 2.0982
31 N 0.9029 1.9231 1.2719
32 C 2.0087 1.5845 2.0034
33 C 2.9713 0.6159 1.6779
34 C 3.9610 0.3165 2.7525
35 C 3.5818 -0.5623 3.7604
36 C 4.4327 -0.8800 4.8044
37 C 5.6976 -0.3063 4.8565
38 O 6.6186 -0.5215 5.8388
39 C 6.2914 -1.3840 6.9012
40 C 6.0857 0.5724 3.8447
41 C 5.2294 0.8817 2.8081
42 C 2.9545 -0.2612 0.5792
43 C 3.9122 -1.3159 0.3560
44 C 3.4543 -2.0483 -0.6905
45 C 2.2014 -1.4592 -1.0996
46 N 1.9514 -0.3519 -0.3409
47 C 1.9519 2.2345 3.2896
48 C 0.7693 2.8890 3.3493
49 N -1.7360 1.6935 -0.1519
50 C -4.3773 -0.3470 -1.8326
51 C -4.8007 -1.2843 -0.8968
52 C -6.0612 -1.8463 -0.9593
53 C -6.9278 -1.4734 -1.9814
54 O -8.1884 -1.9682 -2.1492
55 C -8.6671 -2.8957 -1.2057
56 C -6.5038 -0.5366 -2.9245
57 C -5.2437 0.0238 -2.8510
58 H 3.3514 -8.1875 -5.7803
59 H 1.7253 -7.7562 -5.1967
60 H 3.0563 -8.0163 -4.0319
61 H 1.3514 -6.5397 -3.1674
62 H 0.5629 -4.6514 -1.8217
63 H 3.1723 -2.0124 -3.9104
64 H 3.9530 -3.9118 -5.3066
65 H -0.7136 -3.2058 -3.7533
66 H -3.0619 -1.9676 -3.5261
67 H -5.0407 1.7995 -0.4354
68 H -4.0792 3.3396 1.5233
69 H -1.8306 5.4977 2.9684
70 H -3.0784 5.9385 5.0588
71 H -5.0356 3.7207 8.3101
72 H -3.7662 2.5648 7.8323
73 H -5.3121 2.6127 6.9413
74 H -3.5695 1.7348 5.6544
75 H -2.3461 1.3147 3.5905
76 H 2.5966 -1.0050 3.7216
77 H 4.0965 -1.5663 5.5666
78 H 7.1646 -1.3858 7.5536
79 H 6.0986 -2.4051 6.5527
80 H 5.4221 -1.0250 7.4636
81 H 7.0713 1.0038 3.9016
82 H 5.5471 1.5612 2.0317
83 H 4.8057 -1.4729 0.9316
84 H 3.9036 -2.9196 -1.1291
85 H 2.7038 2.1632 4.0499
86 H 0.3673 3.4598 4.1632
87 H -4.1261 -1.5697 -0.1025
88 H -6.3508 -2.5656 -0.2088
89 H -9.6850 -3.1302 -1.5123
90 H -8.6817 -2.4709 -0.1962
91 H -8.0689 -3.8131 -1.2049
92 H -7.1905 -0.2610 -3.7092
93 H -4.9307 0.7483 -3.5878
94 C 3.4085 1.9017 -3.2801
95 Si 1.9036 2.6873 -4.1906
96 C 2.4143 2.9327 -6.0233
97 C 1.7149 4.4348 -3.4120
98 C 0.4034 1.7143 -3.6266
99 H 4.3105 2.4875 -3.4218
100 H 3.6115 0.8975 -3.6390
101 H 3.2113 1.8414 -2.1986
102 H 3.2328 3.6423 -6.1021
103 H 1.5918 3.3155 -6.6180
104 H 2.7402 2.0037 -6.4798
105 H 2.5377 5.0962 -3.6661
106 H 1.6742 4.3512 -2.3195
107 H 0.7977 4.9128 -3.7429
108 H 0.4403 0.6885 -4.0310
109 H -0.5216 2.1553 -4.0256

Entry 4:
C52H47N9O2S3Se2Tc | the ωB97M-V functional and the def2-TZVPD basis

E_LUMO (spin up / spin down), eV: -7.9 / -8.1
<S²>: 4.15
Electronic energy, a.u.: -8730.53770
2S+1: 4
Molecular weight, g mol⁻¹: 1182.130
Net charge: +2
Orbital gap (spin up / spin down), eV: 2.77 / 2.58

Geometry (Å):
1 Tc 1.2705 -2.9043 -3.8171
2 C -2.4443 8.9900 0.2733
3 C -2.3677 7.5234 0.6890
4 C -1.7444 6.5692 -0.0773
5 C -1.5712 5.2728 0.4303
6 C -2.1323 4.9266 1.6678
7 C -2.7305 5.8842 2.4486
8 C -2.8829 7.1832 1.9358
9 S -1.9867 3.2257 2.2767
10 O -2.5059 3.2067 3.7048
11 C -0.2638 2.7296 2.1632
12 C 0.0613 2.2351 0.8692
13 C 1.3303 1.8401 0.5431
14 C 2.2908 1.8140 1.5608
15 C 3.6511 1.6069 1.2620
16 C 4.6720 1.9181 2.1599
17 C 4.3042 2.2929 3.4643
18 C 2.9425 2.4917 3.7880
19 C 1.9482 2.2078 2.8894
20 C 0.5847 2.6179 3.2479
21 C 0.2635 2.7329 4.7074
22 C -0.0318 3.9895 5.3516
23 C -0.1454 5.2638 4.7473
24 C -0.6776 6.3426 5.3982
25 C -0.9540 6.3035 6.7535
26 C -0.7780 5.1117 7.4194
27 C -0.2913 3.9644 6.7937
28 C -0.4147 2.7230 7.4542
29 C -0.1585 1.5280 6.8116
30 C 0.2262 1.5973 5.4656
31 S 0.6326 0.0871 4.6400
32 O 1.4058 -0.5146 5.7702
33 C -0.9920 -0.6103 4.3295
34 C -2.1208 0.1155 4.5744
35 C -3.3955 -0.3490 4.1720
36 C -3.5141 -1.5555 3.5413
37 C -4.8384 -2.0874 3.1251
38 C -2.3165 -2.3877 3.3064
39 C -1.1209 -1.8930 3.7061
40 H -1.4056 9.4657 0.3203
41 H -3.1801 9.6142 0.7703
42 H -2.8113 9.0764 -0.7707
43 H -1.3857 6.8862 -1.0487
44 H -1.0039 4.5403 -0.1058
45 H -3.2308 5.6049 3.4303
46 H -3.4354 7.9301 2.5350
47 H -0.7295 2.2844 0.1683
48 H 1.4963 1.3713 -0.4622
49 H 3.9469 1.1338 0.3533
50 H 5.7368 1.8764 1.9599
51 H 5.0728 2.6252 4.2037
52 H 2.7414 2.8620 4.8397
53 H 0.1723 5.2987 3.7441
54 H -0.9693 7.1815 4.7983
55 H -1.2141 7.2409 7.2385
56 H -1.0037 5.0779 8.4830
57 H -0.6393 2.7536 8.5147
58 H -0.2108 0.5386 7.2862
59 H -2.0529 1.0872 4.9935
60 H -4.2088 0.3508 4.3330
61 H -5.6050 -1.3343 3.0807
62 H -5.1387 -3.0050 3.6242
63 H -4.6227 -2.3392 2.0812
64 H -2.3703 -3.3805 2.8573
65 H -0.2190 -2.4369 3.6376
66 Se -2.6833 -2.2286 -1.4278
67 C -1.2412 -2.1336 -2.6826
68 N -0.3219 -2.9943 -3.0879
69 C -1.6292 -7.3115 -5.9253
70 C -2.0617 -6.1001 -5.0431
71 N -0.8779 -5.3024 -4.6619
72 C 0.2005 -5.1966 -5.4388
73 N 1.2475 -4.4124 -4.9876
74 C 2.6698 -4.5400 -5.4298
75 C 2.9157 -5.7793 -6.3229
76 C 1.6707 -5.9933 -7.1993
77 N 0.4189 -6.0528 -6.4401
78 C -0.6724 -6.8199 -7.0367
79 H -2.4854 -7.8112 -6.3803
80 H -1.1536 -8.0854 -5.2741
81 H -2.5611 -6.4215 -4.1227
82 H -2.7725 -5.5232 -5.6698
83 H -0.7989 -4.6548 -3.8891
84 H 3.2885 -4.5981 -4.4959
85 H 3.0187 -3.6248 -5.8909
86 H 3.0654 -6.6572 -5.6807
87 H 3.8336 -5.5657 -6.8673
88 H 1.7565 -6.9100 -7.7972
89 H 1.5870 -5.1580 -7.8983
90 H -0.2240 -7.7073 -7.4809
91 H -1.1076 -6.1976 -7.8530
92 Se -2.5917 0.5772 -2.8815
93 N -1.8732 1.4374 -4.2693
94 C -0.8370 0.8129 -4.8326
95 C -0.2308 1.2431 -5.9996
96 C 0.7731 0.5041 -6.5229
97 C 1.1200 -0.7285 -5.9661
98 N 0.4109 -1.2459 -4.9372
99 C -0.4926 -0.4499 -4.3367
100 N -1.1989 -0.8378 -3.1989
101 H -0.6427 2.1261 -6.5213
102 H 1.3776 0.9613 -7.3268
103 H 1.9216 -1.3283 -6.3577
104 C 4.1336 -2.9392 1.5040
105 C 3.3350 -3.1875 0.2648
106 C 2.4007 -4.2302 0.1412
107 C 1.8691 -4.4354 -1.1265
108 N 2.1068 -3.5198 -2.0674
109 C 3.0219 -2.5013 -1.8924
110 S 3.3181 -1.5500 -3.3186
111 N 3.5710 -2.2846 -0.7509
112 H 4.8761 -2.1418 1.2983
113 H 4.5318 -3.8976 1.8218
114 H 3.5402 -2.6193 2.3567
115 H 2.1665 -4.9051 0.9378
116 H 1.3763 -5.3783 -1.4471

- Among the records above, which one has the highest electronic energy?
  C52H47N4O4PrSi

- Number 2 is which compound?
  C52H47MoN6O4S3SbSi